{
  "formula": "C39H67BKN6OP2S",
  "method": "the ωB97M-V functional and the def2-TZVPD basis",
  "homo_lumo_gap_ev": 4.75,
  "lumo_ev": 2.207,
  "e_above_lowest_ev": 0.904,
  "charge": -1,
  "mol_weight_g_mol": 779.93,
  "homo_energy_ev": -2.55,
  "species": ["K", "C", "C", "C", "C", "P", "C", "N", "B", "N", "C", "P", "C", "C", "C", "C", "C", "C", "C", "C", "C", "C", "C", "C", "C", "C", "C", "C", "C", "C", "H", "H", "H", "H", "H", "H", "H", "H", "H", "H", "H", "H", "H", "H", "H", "H", "H", "H", "H", "H", "H", "H", "H", "H", "H", "H", "H", "H", "H", "H", "H", "H", "H", "H", "H", "H", "H", "H", "H", "H", "H", "H", "H", "H", "C", "C", "C", "C", "C", "C", "H", "H", "H", "H", "H", "C", "C", "C", "C", "N", "C", "N", "N", "N", "H", "H", "H", "H", "H", "H", "H", "H", "H", "H", "O", "S", "C", "C", "C", "C", "H", "H", "H", "H", "H", "H", "H", "H"],
  "positions_angstrom": [[-1.219, 0.632, -0.044], [2.459, 1.713, -5.006], [1.517, 2.121, -3.871], [2.346, 2.799, -2.762], [0.520, 3.147, -4.415], [0.579, 0.800, -2.921], [1.968, -0.421, -2.614], [2.293, -0.545, -1.206], [1.337, -0.372, -0.078], [2.290, -0.586, 1.049], [1.970, -0.502, 2.460], [0.575, 0.706, 2.794], [1.530, 1.993, 3.780], [2.425, 2.641, 2.704], [0.559, 3.059, 4.293], [2.422, 1.553, 4.945], [-0.559, -0.265, 3.933], [-0.046, -0.580, 5.336], [-1.868, 0.537, 4.034], [-0.881, -1.580, 3.206], [3.571, -0.900, 0.626], [4.725, -1.209, 1.325], [5.897, -1.488, 0.606], [5.899, -1.464, -0.779], [4.730, -1.159, -1.495], [3.572, -0.875, -0.791], [-0.550, -0.154, -4.076], [-0.045, -0.443, -5.487], [-0.860, -1.484, -3.364], [-1.867, 0.635, -4.162], [2.990, 2.607, -5.357], [1.931, 1.291, -5.860], [3.223, 1.000, -4.692], [2.939, 3.611, -3.201], [3.036, 2.103, -2.275], [1.702, 3.221, -1.987], [1.055, 4.063, -4.694], [-0.231, 3.412, -3.668], [0.007, 2.780, -5.308], [2.854, -0.086, -3.155], [1.701, -1.391, -3.045], [2.854, -0.172, 3.005], [1.712, -1.482, 2.875], [1.836, 3.020, 1.866], [3.155, 1.939, 2.292], [2.977, 3.476, 3.151], [-0.136, 3.383, 3.515], [1.123, 3.937, 4.626], [-0.026, 2.700, 5.143], [3.081, 0.722, 4.693], [1.846, 1.268, 5.825], [3.067, 2.391, 5.234], [-0.007, 0.311, 5.966], [0.949, -1.033, 5.320], [-0.727, -1.292, 5.820], [-1.713, 1.530, 4.463], [-2.568, -0.001, 4.685], [-2.348, 0.669, 3.060], [-0.107, -2.334, 3.371], [-0.992, -1.464, 2.126], [-1.823, -1.983, 3.596], [4.726, -1.241, 2.409], [6.807, -1.732, 1.143], [6.811, -1.689, -1.320], [4.737, -1.155, -2.579], [0.945, -0.906, -5.480], [0.005, 0.463, -6.095], [-0.734, -1.136, -5.987], [-0.097, -2.240, -3.559], [-1.816, -1.879, -3.722], [-0.931, -1.376, -2.278], [-1.726, 1.649, -4.541], [-2.353, 0.724, -3.187], [-2.561, 0.115, -4.832], [-0.293, 5.272, -0.523], [-1.145, 4.980, -1.581], [-2.131, 4.004, -1.428], [-2.300, 3.301, -0.241], [-1.425, 3.609, 0.804], [-0.437, 4.582, 0.679], [0.478, 6.025, -0.633], [-1.036, 5.510, -2.522], [-2.800, 3.783, -2.265], [-1.518, 3.067, 1.747], [0.226, 4.806, 1.509], [0.494, -6.755, 1.402], [0.342, -7.135, -0.067], [-1.024, -7.754, -0.342], [0.643, -5.957, -0.987], [-0.185, -4.780, -0.738], [0.052, -3.730, 0.044], [-0.982, -2.934, 0.016], [-1.885, -3.543, -0.803], [-1.410, -4.650, -1.256], [0.376, -7.634, 2.038], [-0.268, -6.030, 1.702], [1.473, -6.318, 1.612], [1.113, -7.873, -0.315], [-1.825, -7.027, -0.199], [-1.203, -8.592, 0.335], [-1.098, -8.125, -1.367], [0.503, -6.227, -2.032], [1.676, -5.635, -0.857], [0.980, -3.541, 0.562], [-3.329, 0.983, 0.708], [-4.067, 1.973, -0.224], [-5.714, 0.998, -0.101], [-6.365, 1.417, 1.202], [-6.258, 2.944, 1.175], [-4.816, 3.278, 0.812], [-5.486, -0.064, -0.190], [-6.320, 1.321, -0.959], [-5.779, 1.021, 2.037], [-7.398, 1.084, 1.335], [-6.537, 3.409, 2.124], [-6.937, 3.334, 0.410], [-4.169, 3.264, 1.693], [-4.678, 4.232, 0.305]]
}

***

{
  "formula": "C39H67CsN3O3PSeSi2",
  "method": "the ωB97M-V functional and the def2-TZVPD basis",
  "homo_lumo_gap_ev": 4.37,
  "lumo_ev": 3.224,
  "e_above_lowest_ev": 3.207,
  "charge": -2,
  "mol_weight_g_mol": 924.99,
  "homo_energy_ev": -1.14,
  "species": ["Cs", "C", "C", "C", "C", "C", "C", "C", "C", "C", "C", "C", "C", "C", "C", "C", "C", "C", "C", "C", "C", "C", "P", "C", "C", "C", "C", "C", "C", "C", "C", "H", "H", "H", "H", "H", "H", "H", "H", "H", "H", "H", "H", "H", "H", "H", "H", "H", "H", "H", "H", "H", "H", "H", "H", "H", "H", "H", "H", "H", "H", "H", "H", "H", "H", "H", "H", "H", "H", "H", "H", "H", "H", "H", "H", "H", "N", "N", "C", "O", "O", "H", "H", "H", "O", "C", "Se", "C", "N", "C", "Si", "C", "C", "C", "Si", "C", "C", "C", "H", "H", "H", "H", "H", "H", "H", "H", "H", "H", "H", "H", "H", "H", "H", "H", "H", "H", "H"],
  "positions_angstrom": [[-0.352, 1.494, 1.453], [-1.039, -2.191, 3.032], [-2.431, -2.319, 2.457], [-3.450, -2.010, 3.575], [-2.750, -1.451, 1.158], [-3.671, -0.409, 1.169], [-3.999, 0.353, 0.035], [-4.987, 1.506, 0.133], [-6.435, 0.939, 0.411], [-4.510, 2.447, 1.231], [-3.320, 0.075, -1.175], [-2.345, -0.985, -1.223], [-2.090, -1.693, -0.050], [-1.764, -1.589, -2.591], [-0.318, -2.190, -2.378], [-2.740, -2.667, -3.186], [-3.574, 0.768, -2.492], [-4.562, 0.193, -3.339], [-4.706, 0.506, -4.690], [-3.850, 1.406, -5.258], [-2.881, 1.999, -4.492], [-2.761, 1.763, -3.126], [-1.673, 2.706, -1.886], [0.076, 2.627, -2.594], [0.476, 1.165, -2.344], [1.063, 3.551, -1.880], [0.227, 2.898, -4.089], [-2.252, 4.468, -1.958], [-1.922, 5.240, -3.207], [-3.778, 4.488, -1.805], [-1.645, 5.271, -0.776], [-0.866, -2.765, 3.890], [-0.909, -1.178, 3.398], [-0.217, -2.417, 2.339], [-2.661, -3.343, 2.137], [-3.245, -1.074, 4.141], [-3.349, -2.814, 4.281], [-4.434, -1.887, 3.180], [-4.058, -0.077, 2.016], [-4.990, 2.032, -0.863], [-6.548, 0.710, 1.502], [-6.445, 0.044, -0.186], [-7.282, 1.626, 0.118], [-4.913, 2.168, 2.233], [-5.084, 3.428, 1.113], [-3.420, 2.702, 1.114], [-1.279, -2.397, -0.048], [-1.734, -0.803, -3.392], [-0.450, -3.157, -1.993], [0.232, -1.551, -1.638], [0.146, -2.355, -3.374], [-2.934, -3.398, -2.377], [-2.329, -3.165, -4.068], [-3.677, -2.146, -3.490], [-5.123, -0.573, -2.902], [-5.548, 0.101, -5.156], [-3.947, 1.580, -6.344], [-2.287, 2.740, -5.040], [0.283, 0.872, -1.249], [1.570, 0.940, -2.491], [-0.179, 0.552, -3.023], [1.022, 3.339, -0.760], [0.990, 4.596, -2.069], [2.019, 3.174, -2.221], [-0.449, 2.355, -4.664], [1.242, 2.488, -4.326], [0.159, 3.924, -4.402], [-2.563, 4.817, -3.970], [-0.879, 5.114, -3.456], [-2.070, 6.321, -3.138], [-4.216, 3.965, -2.676], [-3.975, 5.609, -1.778], [-4.180, 4.299, -0.808], [-0.573, 5.531, -0.961], [-1.842, 4.711, 0.151], [-2.144, 6.264, -0.717], [3.441, -2.314, -0.487], [3.144, -0.875, -0.698], [2.095, -0.253, 0.021], [2.187, 1.001, 0.224], [1.170, -1.023, 0.413], [2.627, -2.636, 0.040], [4.244, -2.342, 0.083], [4.062, -0.494, -0.698], [-1.684, -8.851, 5.035], [-1.108, -8.020, 4.511], [-4.199, 0.963, 5.710], [-2.851, 1.637, 4.645], [-1.978, 2.069, 4.011], [7.739, -0.559, 2.972], [6.088, -0.605, 2.020], [5.435, 1.107, 2.318], [6.703, -0.458, 0.232], [5.001, -1.950, 2.344], [5.461, -3.566, 2.883], [6.125, -3.720, 4.647], [6.905, -4.193, 1.820], [4.137, -4.852, 2.681], [8.690, -0.320, 2.537], [7.929, -1.462, 3.532], [7.593, 0.189, 3.725], [6.119, 1.872, 2.081], [5.243, 1.195, 3.419], [4.480, 1.323, 1.834], [7.327, 0.435, 0.234], [5.858, -0.300, -0.512], [7.391, -1.232, -0.172], [4.096, -1.663, 2.832], [7.079, -3.222, 4.777], [6.134, -4.818, 4.911], [5.386, -3.254, 5.307], [7.598, -3.368, 1.542], [6.577, -4.638, 0.847], [7.519, -4.968, 2.311], [3.261, -4.344, 3.154], [4.196, -5.799, 3.130], [3.885, -4.954, 1.638]]
}